Molecular formula: C28H38BN8O6S3W
Method: DFT, the ωB97M-V functional and the def2-TZVPD basis

XYZ file:
```
85
Properties=species:S:1:pos:R:3:forces:R:3:lowdin_charge:R:1
W -0.7485 0.2171 0.4133 0.36 -0.57 0.12 1.35
O -3.3313 -0.6964 -2.9114 0.11 -0.05 0.12 0.21
C -2.6984 -0.6165 -1.7664 0.06 0.17 -0.13 -0.43
O -1.5174 -0.2919 -1.6603 -0.30 0.00 -0.04 -0.12
C -3.4626 -0.9690 -0.5612 -0.04 -0.05 0.04 -0.16
C -4.7428 -1.4693 -0.4887 -0.02 0.01 -0.06 0.06
C -5.2355 -1.8074 0.7708 -0.06 -0.02 0.04 0.01
C -4.4340 -1.6594 1.8879 0.01 0.01 -0.02 0.07
C -3.1555 -1.1465 1.7179 0.02 0.00 -0.05 -0.14
N -2.7090 -0.8042 0.5256 0.16 0.07 0.05 0.01
C -2.1151 -1.0017 2.8017 -0.04 0.01 0.08 -0.56
O -2.3553 -1.3338 3.9358 0.02 0.04 -0.01 0.12
O -0.9785 -0.5639 2.3436 0.02 0.05 -0.12 -0.31
H -2.7434 -0.4315 -3.6379 0.04 0.02 0.02 0.17
H -5.3368 -1.5969 -1.3821 0.03 0.01 -0.02 0.14
H -6.2397 -2.1979 0.8642 0.01 0.00 0.02 0.13
H -4.7560 -1.9299 2.8837 0.00 0.00 0.00 0.14
C 1.0595 0.3955 6.3490 -0.01 0.00 0.01 -0.05
C 1.0117 0.9567 4.9303 -0.01 0.00 0.02 -0.52
C 2.0046 2.1147 4.8275 0.00 -0.01 0.01 -0.03
C -0.4167 1.4073 4.6406 -0.02 0.01 -0.01 -0.03
N 1.4577 -0.1234 3.9759 -0.02 -0.01 -0.01 0.03
C 1.8975 -1.3699 4.3678 0.05 0.04 0.03 -0.01
C 2.3869 -1.9899 3.2762 -0.04 0.00 -0.06 -0.02
N 2.2457 -1.1381 2.2032 -0.03 -0.07 0.00 0.05
B 3.0302 -1.4181 0.8930 0.09 0.00 0.00 -0.55
N 2.4330 -2.4673 -0.0909 0.01 -0.07 0.00 0.04
C 3.3047 -3.1158 -0.9369 -0.01 0.04 0.01 -0.03
C 2.5822 -3.8796 -1.7769 0.01 0.03 -0.07 -0.02
N 1.2499 -3.6944 -1.4576 0.00 -0.08 0.10 0.02
C 1.1844 -2.8300 -0.4174 -0.01 0.15 -0.04 -0.64
S -0.2245 -2.3410 0.4590 -0.05 -0.03 -0.15 0.78
C 0.1251 -4.4305 -2.1189 -0.02 -0.03 0.01 -0.54
C -0.5135 -5.3782 -1.1049 -0.01 0.00 -0.01 -0.03
C 0.6926 -5.2465 -3.2763 -0.03 -0.04 -0.03 -0.05
C -0.8915 -3.4359 -2.6794 0.04 0.00 0.04 -0.04
N 3.3678 -0.1135 0.1357 0.00 -0.03 0.01 0.03
C 4.5272 0.5777 0.3897 -0.02 -0.01 0.00 -0.02
C 4.5395 1.6661 -0.4056 -0.01 0.01 -0.01 -0.01
N 3.3762 1.6497 -1.1489 0.02 -0.02 -0.01 0.03
C 2.6653 0.5563 -0.7898 -0.01 0.03 0.03 -0.63
S 1.1247 0.0659 -1.4112 -0.01 0.00 -0.01 0.76
C 3.0371 2.6737 -2.1965 -0.01 0.01 -0.02 -0.53
C 4.1647 3.7002 -2.2581 0.00 0.02 -0.01 -0.05
C 2.9355 1.9766 -3.5519 0.00 0.02 0.00 -0.03
C 1.7420 3.3858 -1.8183 0.01 -0.01 0.02 -0.03
C 1.6454 -0.0178 2.6427 -0.02 0.00 0.07 -0.57
S 1.0789 1.2963 1.6507 0.10 0.16 0.06 0.80
H 0.7407 1.1864 7.0259 0.01 0.00 0.00 0.10
H 2.0663 0.0949 6.6425 0.00 0.00 0.00 0.09
H 0.3717 -0.4409 6.4784 0.00 -0.01 -0.02 0.10
H 1.7572 2.8579 5.5858 0.00 0.00 -0.01 0.10
H 1.9623 2.6019 3.8557 -0.01 -0.01 -0.04 0.05
H 3.0227 1.7660 5.0107 0.00 0.00 -0.01 0.09
H -0.6713 2.1865 5.3606 0.00 0.00 0.01 0.10
H -1.1106 0.5783 4.7687 0.00 0.01 0.01 0.08
H -0.5284 1.8184 3.6411 -0.02 -0.01 0.03 0.04
H 1.8447 -1.7105 5.3825 0.00 -0.01 0.00 0.12
H 2.8494 -2.9548 3.1729 0.00 -0.01 0.00 0.13
H 4.0858 -1.8839 1.2351 0.00 0.02 0.01 0.13
H 4.3683 -2.9780 -0.8641 0.00 0.00 0.01 0.13
H 2.9074 -4.5313 -2.5637 0.01 0.02 0.03 0.12
H 0.2266 -6.0821 -0.7217 0.00 0.00 0.00 0.10
H -1.3031 -5.9485 -1.5954 0.00 0.00 0.00 0.10
H -0.9486 -4.8349 -0.2686 0.00 0.00 0.00 0.05
H 1.3903 -6.0122 -2.9364 -0.01 0.01 0.00 0.09
H 1.1798 -4.6151 -4.0206 -0.01 -0.01 0.00 0.10
H -0.1368 -5.7566 -3.7633 0.00 0.00 -0.01 0.10
H -1.4192 -2.9373 -1.8715 0.00 0.00 0.00 0.03
H -1.6124 -3.9783 -3.2919 0.00 0.00 0.00 0.10
H -0.3934 -2.6872 -3.2988 -0.01 0.00 0.01 0.10
H 5.2487 0.2256 1.1044 0.00 0.00 0.01 0.13
H 5.2820 2.4324 -0.5067 0.00 -0.01 0.01 0.12
H 5.1202 3.2508 -2.5319 0.00 0.00 0.00 0.09
H 4.2716 4.2472 -1.3206 0.00 -0.01 0.00 0.09
H 3.9092 4.4225 -3.0314 0.00 0.01 0.00 0.10
H 3.8755 1.4815 -3.8018 0.00 0.00 0.00 0.09
H 2.7300 2.7253 -4.3175 0.00 0.00 0.00 0.10
H 2.1313 1.2448 -3.5689 -0.01 0.00 0.01 0.04
H 1.8005 3.7755 -0.8007 0.00 0.00 -0.01 0.10
H 0.8798 2.7313 -1.8844 -0.01 0.00 0.00 0.04
H 1.5935 4.2264 -2.4970 0.00 -0.01 -0.01 0.10
O -1.8515 1.6405 1.3592 -0.03 0.11 0.18 -0.28
N -1.9906 1.7020 0.0157 -0.41 0.13 -0.25 -0.26
O -0.7535 2.0765 -0.4088 0.08 -0.02 0.03 -0.36
```
Positions in Å, forces in eV/Å.

Summary:
Energy above the lowest of the compared OMol25 structures with the same formula, charge and spin in eV: 0.024
E in Eh: -3265.784022
Maximum force in eV Å⁻¹: 0.68
Orbital gap in eV: 6.8
Net charge: +1

Molecular formula: C28H38Cl2KN4O9S2Sb
Method: DFT, the ωB97M-V functional and the def2-TZVPD basis

XYZ file:
```
85
Properties=species:S:1:pos:R:3:forces:R:3:lowdin_charge:R:1
K -0.0063 -0.2010 0.4666 -0.09 -0.13 -0.25 0.71
C 3.3177 3.7969 1.9310 -0.05 0.00 -0.07 -0.04
N 2.5771 3.7867 0.6823 0.00 -0.01 0.10 -0.14
C 1.1924 4.2408 0.7622 -0.01 -0.09 0.09 -0.05
C 3.0514 3.0562 -0.3602 0.02 0.24 -0.21 -0.43
O 4.1891 2.6124 -0.4097 0.04 -0.12 0.08 0.04
C 2.0613 2.8602 -1.4995 0.13 0.02 0.12 -0.14
O 2.6242 2.0307 -2.4903 0.04 0.00 -0.15 -0.14
C 1.6908 1.1308 -3.0665 0.11 0.03 0.06 -0.15
C 1.8499 -0.2962 -2.5422 0.07 0.08 0.00 -0.43
O 0.8824 -0.8857 -2.0674 -0.08 -0.06 0.00 -0.05
N 3.0673 -0.8764 -2.6288 0.00 -0.01 0.04 -0.13
C 4.1720 -0.2805 -3.3570 0.00 0.01 0.01 -0.04
C 3.2307 -2.2347 -2.1385 0.00 0.01 -0.01 -0.03
H 3.3633 4.8158 2.3247 0.00 0.00 0.01 0.08
H 4.3235 3.4331 1.7441 0.00 -0.02 0.01 0.08
H 2.8283 3.1536 2.6684 0.02 -0.01 0.01 0.09
H 1.1455 5.0541 1.4868 0.01 0.01 0.01 0.09
H 0.5112 3.4543 1.0889 0.02 0.02 -0.01 0.05
H 0.8446 4.6252 -0.1946 0.01 -0.02 -0.01 0.08
H 1.7978 3.8333 -1.9355 0.06 0.03 0.02 0.14
H 1.1274 2.4420 -1.1101 0.13 0.05 0.02 0.05
H 1.8374 1.1342 -4.1513 -0.01 -0.01 -0.03 0.13
H 0.6607 1.4177 -2.8541 0.14 0.01 -0.01 0.03
H 4.2346 0.7857 -3.1568 -0.01 -0.01 -0.01 0.08
H 4.0856 -0.4527 -4.4367 0.01 -0.02 0.00 0.09
H 5.0959 -0.7452 -3.0155 0.01 0.01 0.02 0.08
H 2.4830 -2.4506 -1.3831 -0.03 -0.03 0.01 0.07
H 4.2159 -2.3367 -1.6849 0.01 0.00 0.00 0.09
H 3.1341 -2.9645 -2.9505 0.00 0.00 0.01 0.09
Cl 1.4586 -4.4903 6.8733 0.00 0.00 0.01 0.57
C 1.1061 -3.9110 5.2525 0.00 0.01 0.00 -0.69
C -0.0782 -3.1928 5.0271 0.00 0.00 0.00 -0.15
C -0.3598 -2.7393 3.7736 0.04 0.01 -0.02 -0.56
Cl -1.8210 -1.8430 3.4981 0.00 0.03 0.02 0.74
C 0.5107 -2.9306 2.6204 -0.08 0.00 0.04 -0.42
O 0.2136 -2.4594 1.5050 0.17 -0.32 0.13 -0.17
C 1.6997 -3.6946 2.9203 -0.08 -0.05 -0.03 -0.13
C 2.6989 -4.0389 1.9236 0.17 0.25 0.03 -0.26
O 2.7292 -3.7804 0.7377 -0.05 -0.08 -0.04 0.02
C 1.9667 -4.1521 4.2214 0.00 -0.01 0.00 -0.11
H -0.7615 -2.9925 5.8418 0.00 0.00 0.00 0.10
H 3.5624 -4.5893 2.3717 -0.05 -0.09 -0.01 0.11
H 2.8817 -4.7070 4.3996 0.00 0.00 0.00 0.10
O -2.8618 2.4559 -2.2505 0.13 0.04 0.12 -0.67
S -1.9546 2.7600 -1.0994 -0.16 0.00 -0.26 0.64
N -0.7348 1.9780 -0.8878 -0.47 0.05 -0.06 -0.50
O 1.6115 0.7349 4.0438 -0.09 0.01 0.00 0.02
C 0.4543 1.0828 3.8387 0.15 -0.10 0.05 -0.56
N -0.1028 1.3426 2.6358 -0.06 0.40 0.08 -0.14
S -1.5842 1.9548 2.7571 0.14 -0.18 0.21 0.56
O -1.6116 3.3698 2.4705 -0.09 0.09 0.04 -0.33
O -2.5611 1.1399 2.0732 0.02 0.00 -0.08 -0.35
C -1.7465 1.7287 4.5193 0.03 0.03 -0.01 -0.22
C -2.8134 1.9476 5.3665 -0.03 0.00 0.00 -0.05
C -2.6326 1.6575 6.7148 0.00 0.00 -0.01 -0.10
C -1.4135 1.1705 7.1821 0.01 -0.01 -0.01 -0.09
C -0.3486 0.9663 6.3119 0.00 -0.01 0.03 -0.01
C -0.5358 1.2532 4.9730 -0.02 0.00 -0.03 -0.15
H -3.7578 2.3204 4.9907 0.00 -0.01 0.00 0.11
H -3.4503 1.8050 7.4104 0.00 0.00 0.00 0.09
H -1.3008 0.9420 8.2354 0.00 0.00 0.00 0.09
H 0.6054 0.5803 6.6482 0.00 0.00 -0.01 0.12
C -4.2006 -0.4282 -5.8121 -0.02 0.01 0.01 -0.21
C -3.4757 0.6516 -5.0167 0.03 -0.02 0.00 -0.46
Sb -1.6337 0.1247 -3.9706 -0.31 -0.13 0.01 1.46
C -1.2004 -1.7528 -5.0389 0.06 0.08 -0.04 -0.45
C -1.9744 -3.0328 -4.7391 -0.01 0.04 0.03 -0.20
C -2.5227 -0.7916 -2.2305 0.02 -0.09 0.09 -0.43
C -3.9485 -1.3142 -2.3677 0.00 0.05 0.02 -0.18
H -5.0453 -0.0169 -6.3776 0.00 0.00 0.00 0.05
H -4.5969 -1.2064 -5.1585 0.01 0.01 -0.01 0.04
H -3.5369 -0.9161 -6.5303 -0.01 0.00 0.00 0.05
H -4.1146 1.0854 -4.2467 -0.01 0.00 0.01 0.02
H -3.1976 1.4809 -5.6720 0.01 -0.01 -0.02 0.02
H -0.1407 -1.9132 -4.8172 0.00 -0.01 0.00 0.02
H -1.2507 -1.5098 -6.1065 0.00 -0.02 0.00 0.02
H -1.9550 -3.2616 -3.6723 0.00 0.00 0.00 0.06
H -1.5474 -3.8959 -5.2629 0.00 0.01 0.00 0.05
H -3.0202 -2.9542 -5.0391 -0.01 0.00 0.00 0.04
H -2.4903 -0.0316 -1.4506 0.07 0.03 -0.08 0.00
H -1.8364 -1.5884 -1.9311 0.00 -0.01 -0.04 0.04
H -4.6349 -0.5099 -2.6409 0.01 0.00 0.00 0.06
H -4.2993 -1.7300 -1.4182 0.00 0.01 0.00 0.07
H -4.0345 -2.0971 -3.1218 0.00 -0.02 0.00 0.04
```
Positions in Å, forces in eV/Å.

Summary:
Energy above the lowest of the compared OMol25 structures with the same formula, charge and spin in eV: 0.080
E in Eh: -4542.991106
Maximum force in eV Å⁻¹: 0.47
Orbital gap in eV: 6.7
Net charge: -2

Molecular formula: C28H38FN5NiO3P2
Method: DFT, the ωB97M-V functional and the def2-TZVPD basis

XYZ file:
```
78
Properties=species:S:1:pos:R:3:forces:R:3:lowdin_charge:R:1
Ni 0.5178 0.3628 -0.4344 -0.10 0.03 0.04 0.17
C 3.6463 -0.4553 -1.4649 -0.04 -0.04 -0.02 -0.22
P 2.6634 0.6777 -0.4561 0.03 0.02 -0.05 0.83
C 3.4523 0.6618 1.1762 -0.04 0.01 0.03 -0.21
C 2.9825 2.3618 -1.0918 -0.01 0.02 0.01 -0.37
C 1.9807 3.3038 -0.4137 0.05 0.00 -0.02 -0.36
P 0.3322 2.5128 -0.5004 0.08 -0.04 -0.09 0.85
C -0.3972 3.0053 -2.0778 -0.03 0.01 0.03 -0.20
C -0.6999 3.2497 0.7792 -0.03 0.00 -0.01 -0.21
H 4.6994 -0.1743 -1.4740 0.00 0.03 0.02 0.06
H 3.2613 -0.4594 -2.4842 0.02 -0.01 0.00 0.06
H 3.5461 -1.4603 -1.0557 0.01 0.00 -0.02 0.04
H 4.4957 0.9706 1.1060 0.00 0.00 -0.02 0.06
H 3.4092 -0.3418 1.5954 -0.01 -0.03 0.01 0.04
H 2.9171 1.3289 1.8514 0.01 -0.01 0.01 0.05
H 2.8209 2.3413 -2.1726 0.00 0.00 0.00 0.09
H 4.0176 2.6604 -0.9186 0.00 0.01 0.00 0.10
H 1.9733 4.2930 -0.8730 -0.01 0.00 0.01 0.10
H 2.2330 3.4353 0.6413 -0.01 0.01 0.00 0.09
H -0.5394 4.0857 -2.1180 0.01 0.00 0.01 0.06
H -1.3594 2.5021 -2.1677 0.00 0.00 -0.02 0.06
H 0.2423 2.6924 -2.9025 0.00 0.00 -0.01 0.06
H -0.7672 4.3300 0.6474 0.01 0.00 -0.02 0.07
H -0.2867 3.0337 1.7642 0.00 -0.01 0.00 0.05
H -1.6938 2.8098 0.6914 -0.01 0.02 0.03 0.06
C -4.1172 -5.6674 -0.7739 0.01 0.02 0.02 -0.05
C -3.5099 -5.0882 0.4939 -0.05 -0.03 -0.02 -0.17
N -2.3775 -4.1895 0.2137 0.08 -0.04 0.00 -0.01
C -2.5965 -2.8726 0.1610 0.00 0.05 -0.01 0.06
C -1.6537 -1.9187 -0.1277 -0.03 0.00 -0.12 -0.02
C -2.1733 -0.4973 -0.1634 -0.01 0.06 0.16 -0.59
O -3.3262 -0.2997 0.1746 0.00 -0.02 -0.06 0.07
O -1.3625 0.4301 -0.5478 0.09 -0.05 -0.03 -0.14
C -0.3227 -2.3247 -0.3843 -0.06 -0.07 0.14 -0.27
O 0.6585 -1.5588 -0.5905 0.07 -0.01 -0.10 -0.08
C -0.0799 -3.7682 -0.3513 -0.03 0.05 -0.01 -0.04
C 1.2069 -4.2574 -0.5923 0.03 -0.03 -0.01 0.09
C 1.4556 -5.5981 -0.5416 0.02 0.05 0.01 -0.18
F 2.7171 -6.0292 -0.7241 0.00 0.00 -0.01 0.08
C 0.4411 -6.5342 -0.2826 0.00 0.01 0.03 -0.14
C -0.8313 -6.0504 -0.0478 -0.02 -0.05 0.00 0.07
C -1.1069 -4.6764 -0.0567 -0.03 0.05 0.02 -0.11
N 0.6581 -7.9361 -0.2460 -0.01 -0.01 -0.06 -0.11
C 1.7167 -8.5261 -1.0616 -0.02 -0.02 0.01 -0.13
C 1.5459 -10.0558 -1.0371 0.05 0.03 -0.02 -0.07
N 0.1358 -10.3760 -0.6421 -0.01 -0.01 -0.01 0.06
C -0.1303 -9.9807 0.7870 0.00 0.03 0.05 -0.07
C 0.5351 -8.6187 1.0353 0.00 0.01 0.02 -0.12
H -4.9486 -6.3230 -0.5175 0.00 0.00 0.00 0.09
H -3.3911 -6.2399 -1.3515 0.01 0.00 0.00 0.07
H -4.5001 -4.8698 -1.4100 0.00 -0.01 -0.01 0.09
H -3.1720 -5.8616 1.1828 -0.01 0.01 0.01 0.12
H -4.2489 -4.4975 1.0306 0.01 0.00 0.02 0.13
H -3.6040 -2.5297 0.3651 -0.01 -0.01 0.00 0.16
H 2.0097 -3.5645 -0.8008 0.00 0.00 0.00 0.13
H -1.6217 -6.7672 0.1224 0.00 0.00 0.00 0.12
H 2.7225 -8.2982 -0.7029 0.00 0.00 0.00 0.13
H 1.6275 -8.1446 -2.0781 0.00 -0.01 0.00 0.14
H 2.1872 -10.5295 -0.2964 -0.01 -0.01 0.00 0.14
H 1.7468 -10.5045 -2.0068 -0.01 0.00 0.00 0.14
H -0.0670 -11.3662 -0.7807 0.00 0.00 -0.01 0.19
H -0.4923 -9.8395 -1.2431 -0.01 -0.01 0.00 0.18
H 0.2729 -10.7624 1.4275 0.00 -0.01 -0.02 0.14
H -1.2108 -9.9426 0.9098 0.00 -0.01 -0.01 0.14
H 1.5152 -8.7497 1.5094 0.00 0.00 0.01 0.14
H -0.0795 -8.0347 1.7156 0.00 -0.01 0.00 0.14
N -2.4764 -3.6134 5.4845 0.02 -0.08 -0.02 0.18
C -1.8978 -2.8936 4.8029 -0.03 0.13 0.00 -0.16
C -1.1969 -1.9959 3.9209 0.00 -0.07 0.02 -0.21
C 0.0543 -2.3461 3.4250 0.02 -0.05 -0.04 0.00
C 0.6615 -1.4890 2.5278 -0.02 0.03 -0.04 -0.13
N 0.1176 -0.3427 2.1140 -0.04 0.01 0.18 0.08
C -1.0716 -0.0102 2.6182 0.07 0.00 -0.05 -0.11
C -1.7685 -0.7976 3.5220 -0.08 0.02 -0.01 0.02
H 0.5309 -3.2687 3.7250 0.02 0.01 0.00 0.12
H 1.6163 -1.7559 2.0905 0.04 0.03 0.02 0.10
H -1.5138 0.9075 2.2500 0.01 -0.01 0.04 0.11
H -2.7405 -0.4940 3.8837 0.00 0.01 -0.01 0.13
```
Positions in Å, forces in eV/Å.

Summary:
Energy above the lowest of the compared OMol25 structures with the same formula, charge and spin in eV: 0.000
E in Eh: -3879.750814
Maximum force in eV Å⁻¹: 0.18
Orbital gap in eV: 8.4
Net charge: +2